[1]
{
  "formula": "C52H44N6O5P2RuS4",
  "method": "the ωB97M-V functional and the def2-TZVPD basis",
  "multiplicity": 5,
  "e_above_lowest_kj_mol": 0.0,
  "total_charge": 0,
  "s2": 6.0263,
  "lumo_energy_ev": [-0.8, -1.6],
  "homo_ev": [-7.45, -8.25],
  "symbols": ["Ru", "S", "P", "C", "P", "S", "C", "C", "C", "C", "C", "C", "C", "C", "C", "C", "C", "C", "C", "C", "C", "C", "C", "C", "C", "C", "C", "C", "C", "C", "H", "H", "H", "H", "H", "H", "H", "H", "H", "H", "H", "H", "H", "H", "H", "H", "H", "H", "H", "H", "N", "C", "C", "C", "C", "C", "C", "N", "C", "C", "C", "C", "N", "C", "C", "H", "H", "H", "H", "H", "H", "H", "H", "H", "O", "S", "O", "N", "C", "S", "C", "C", "C", "C", "C", "C", "H", "H", "H", "H", "C", "C", "C", "C", "C", "C", "O", "N", "C", "O", "N", "C", "O", "H", "H", "H", "H", "H", "H", "H", "H", "H", "H", "H"],
  "coordinates": [[0.5610, 0.7668, -1.0724], [-0.2477, 3.0251, -2.2727], [-1.1375, 3.1682, -0.4989], [-0.5339, 1.7596, 0.3351], [0.5498, 1.6828, 1.6925], [2.1329, 0.6870, 0.9800], [1.1107, 3.2321, 2.4171], [0.7639, 3.6000, 3.7139], [1.2370, 4.7927, 4.2460], [2.0388, 5.6208, 3.4762], [2.3824, 5.2559, 2.1786], [1.9333, 4.0587, 1.6496], [-0.2697, 0.7625, 3.0132], [0.4856, 0.0816, 3.9687], [-0.1448, -0.7025, 4.9189], [-1.5329, -0.8086, 4.9263], [-2.2863, -0.1257, 3.9854], [-1.6548, 0.6526, 3.0213], [-0.8675, 4.7699, 0.2815], [-1.3437, 5.0154, 1.5698], [-1.1844, 6.2640, 2.1421], [-0.5646, 7.2812, 1.4229], [-0.0975, 7.0432, 0.1404], [-0.2423, 5.7843, -0.4312], [-2.9452, 3.0275, -0.6006], [-3.7931, 4.1194, -0.4318], [-5.1686, 3.9655, -0.5545], [-5.7060, 2.7232, -0.8503], [-4.8651, 1.6318, -1.0338], [-3.4951, 1.7822, -0.9104], [0.1278, 2.9604, 4.3114], [0.9753, 5.0741, 5.2574], [2.4015, 6.5540, 3.8873], [3.0098, 5.9045, 1.5817], [2.2167, 3.7597, 0.6448], [1.5678, 0.1375, 3.9455], [0.4429, -1.2472, 5.6456], [-2.0217, -1.4371, 5.6597], [-3.3659, -0.2098, 3.9869], [-2.2374, 1.1530, 2.2551], [-1.8380, 4.2286, 2.1297], [-1.5423, 6.4459, 3.1468], [-0.4458, 8.2598, 1.8694], [0.3882, 7.8331, -0.4169], [0.1377, 5.5820, -1.4243], [-3.3914, 5.0992, -0.2115], [-5.8174, 4.8209, -0.4209], [-6.7774, 2.6047, -0.9457], [-5.2752, 0.6626, -1.2863], [-2.8458, 0.9361, -1.0906], [-2.3787, -4.0002, 3.6355], [-2.3035, -4.8242, 4.7407], [-3.2574, -5.2519, 5.6614], [-2.8102, -6.0843, 6.6673], [-1.4623, -6.4780, 6.7543], [-0.5292, -6.0477, 5.8350], [-0.9620, -5.2046, 4.8106], [-0.2409, -4.6283, 3.7730], [-1.1166, -3.9320, 3.1075], [-0.7980, -3.0887, 1.9412], [0.5011, -3.0547, 1.4538], [0.8107, -2.1518, 0.4583], [-0.0798, -1.3030, -0.0621], [-1.3442, -1.4087, 0.3403], [-1.7454, -2.2808, 1.3317], [-3.2039, -3.5642, 3.2666], [-4.2954, -4.9546, 5.5971], [-3.5127, -6.4451, 7.4069], [-1.1567, -7.1336, 7.5585], [0.5081, -6.3483, 5.8943], [1.2588, -3.6992, 1.8747], [1.8170, -2.0833, 0.0685], [-2.0515, -0.7452, -0.1360], [-2.7862, -2.2791, 1.6258], [-2.4627, -4.6852, -2.8397], [-1.1637, -4.0793, -2.8278], [-0.0790, -4.7280, -2.1551], [-1.2913, -2.5251, -2.2630], [-0.9796, -1.6664, -3.1662], [-0.9850, 0.0624, -2.9297], [-0.6686, -2.2444, -4.5208], [-0.3911, -1.6047, -5.7133], [-0.1268, -2.3870, -6.8318], [-0.1424, -3.7777, -6.7536], [-0.4385, -4.4194, -5.5561], [-0.6997, -3.6211, -4.4627], [-0.3826, -0.5241, -5.7646], [0.0958, -1.9110, -7.7780], [0.0696, -4.3671, -7.6359], [-0.4645, -5.4983, -5.4863], [5.0645, -2.2271, -1.9708], [4.5914, -2.2284, -3.4174], [3.7923, -0.9733, -3.7995], [3.3417, -1.0509, -5.2730], [2.6173, 0.2041, -5.7468], [4.6970, 0.2363, -3.6625], [5.7576, 0.3212, -4.2361], [4.2544, 1.2643, -2.8569], [3.0492, 1.2947, -2.1891], [2.7085, 2.2785, -1.5422], [2.2209, 0.2077, -2.2304], [2.5282, -0.9331, -2.9351], [1.8095, -1.9076, -2.8881], [5.5909, -3.1515, -1.7343], [4.2252, -2.1476, -1.2755], [5.7506, -1.4005, -1.7717], [3.9409, -3.0840, -3.6011], [5.4423, -2.2905, -4.0975], [2.6892, -1.9225, -5.3528], [4.2279, -1.2335, -5.8828], [1.7359, 0.4126, -5.1345], [2.2824, 0.0947, -6.7786], [3.2674, 1.0807, -5.7107], [4.8402, 2.0848, -2.7811]],
  "forces_ev_per_angstrom": [[-0.1, 0.0, 0.2], [0.0, 0.0, -0.1], [-0.4, -0.2, -0.1], [0.6, 0.3, -0.2], [-0.2, -0.2, 0.2], [-0.1, 0.0, -0.2], [0.0, 0.1, 0.1], [0.0, 0.0, 0.0], [0.0, 0.0, -0.1], [0.0, 0.0, 0.0], [0.0, 0.0, 0.0], [0.0, 0.0, 0.0], [0.0, -0.2, 0.0], [0.0, 0.0, -0.1], [-0.1, 0.0, 0.0], [0.1, 0.0, 0.0], [0.0, 0.1, 0.0], [-0.1, 0.0, 0.1], [-0.1, 0.1, 0.0], [0.0, 0.0, 0.0], [0.0, 0.0, 0.0], [0.0, 0.0, 0.0], [0.0, 0.0, 0.0], [0.0, 0.0, 0.1], [-0.1, 0.0, 0.0], [0.0, 0.0, 0.0], [0.0, 0.0, 0.0], [0.0, 0.0, 0.0], [0.0, 0.0, 0.0], [0.0, 0.0, 0.0], [0.0, 0.0, 0.0], [0.0, 0.0, 0.0], [0.0, 0.0, 0.0], [0.0, 0.0, 0.0], [0.0, 0.0, 0.0], [0.0, 0.0, 0.0], [0.0, 0.0, 0.0], [0.0, 0.0, 0.0], [0.0, 0.0, 0.0], [0.0, 0.0, 0.0], [0.0, 0.0, 0.0], [0.0, 0.0, 0.0], [0.0, 0.0, 0.0], [0.0, 0.0, 0.0], [0.0, 0.0, 0.0], [0.0, 0.0, 0.0], [0.0, 0.0, 0.0], [0.0, 0.0, 0.0], [0.0, 0.0, 0.0], [0.0, 0.0, 0.0], [0.0, -0.1, 0.1], [-0.2, 0.1, -0.1], [0.1, 0.0, 0.0], [0.1, 0.0, 0.0], [-0.1, 0.0, 0.0], [0.0, 0.0, 0.0], [0.3, 0.0, 0.0], [-0.1, -0.1, 0.2], [0.0, 0.2, -0.3], [0.0, -0.2, 0.2], [0.0, 0.0, 0.0], [0.0, 0.1, -0.2], [0.0, -0.1, 0.3], [0.1, 0.1, 0.0], [-0.1, 0.1, -0.1], [0.0, 0.0, 0.0], [0.0, 0.0, 0.0], [0.0, 0.0, 0.0], [0.0, 0.0, 0.0], [0.0, 0.0, 0.0], [0.0, 0.0, 0.0], [0.0, 0.0, 0.0], [0.0, 0.0, 0.0], [0.0, 0.0, 0.0], [0.0, -0.1, 0.1], [0.1, 0.1, 0.0], [-0.1, -0.1, 0.1], [-0.1, 0.1, 0.0], [0.0, 0.0, -0.1], [0.0, -0.1, 0.0], [0.0, 0.2, 0.2], [0.0, 0.1, 0.0], [0.0, -0.1, 0.0], [0.0, 0.0, 0.0], [0.0, 0.1, 0.0], [0.0, -0.2, -0.2], [0.0, 0.0, 0.0], [0.0, 0.0, 0.0], [0.0, 0.0, 0.0], [0.0, 0.0, 0.0], [0.0, 0.0, 0.1], [0.0, 0.0, -0.1], [-0.1, 0.1, 0.1], [-0.1, 0.0, 0.0], [0.0, 0.0, 0.0], [0.1, 0.0, 0.0], [0.0, 0.0, 0.0], [0.0, 0.0, 0.0], [-0.2, -0.1, 0.1], [0.2, 0.1, -0.2], [0.3, 0.1, -0.1], [0.0, 0.2, 0.1], [-0.1, 0.0, 0.0], [0.0, 0.0, 0.0], [0.0, 0.0, 0.0], [0.0, 0.0, 0.0], [0.0, 0.0, 0.0], [0.0, 0.0, 0.0], [0.0, 0.0, 0.0], [0.0, 0.0, 0.0], [0.0, 0.0, 0.0], [0.0, 0.0, 0.0], [0.0, 0.0, 0.0], [0.0, 0.0, 0.0]]
}



[2]
{
  "formula": "C3H7NO3S",
  "method": "the ωB97M-V functional and the def2-TZVPD basis",
  "e_above_lowest_kj_mol": 236.4,
  "total_charge": 0,
  "lumo_energy_ev": 0.7,
  "homo_ev": -8.42,
  "symbols": ["C", "C", "C", "N", "O", "O", "O", "S", "H", "H", "H", "H", "H", "H", "H"],
  "coordinates": [[1.6295, 0.2513, -0.3751], [1.3842, -1.2612, -0.4935], [-0.2294, -0.3866, 0.7454], [-2.0308, 1.5830, 0.0291], [-2.8250, -0.8191, 0.0501], [0.7703, 0.7040, 0.7190], [0.3989, -1.5487, 0.4490], [-1.7787, 0.0389, -0.4711], [2.5492, 0.7932, -0.0883], [1.3351, 0.6509, -1.3365], [1.1510, -1.5660, -1.6080], [2.1931, -1.7885, -0.2092], [-0.5377, -0.4363, 1.7441], [-1.2646, 2.2567, 0.0804], [-2.7450, 1.5282, 0.7646]],
  "forces_ev_per_angstrom": [[-0.3, 1.7, 0.5], [-0.7, 1.1, -2.6], [0.2, 2.4, -0.8], [-1.3, 0.4, 0.6], [-1.2, -0.1, 0.6], [-1.4, -2.3, -1.5], [-0.5, -0.4, -0.4], [3.5, -0.8, -0.3], [0.3, -1.4, -0.4], [-0.4, 0.7, -0.1], [0.0, 0.6, 2.2], [2.9, -2.0, 0.8], [-1.3, 0.0, 1.4], [-0.4, -0.6, 0.2], [0.7, 0.7, 0.0]]
}